Entry 1:
The following is a quantum chemistry calculation of a gas-phase ion, C5H10NO (charge +1) in a non-equilibrium geometry, from the Open Molecules 2025 dataset.

Geometry as ORCA input:
```
! RIJCOSX wB97M-V def2-TZVPD def2/J DEFGRID3
* xyz 1 1
C 0.134 -0.653 -0.566
C -0.469 -1.180 -1.601
C 0.887 -1.507 0.366
C 0.733 0.503 1.369
C -1.070 1.606 -0.087
N 0.172 0.730 -0.148
O 1.599 -0.497 1.242
H -0.966 -0.689 -2.388
H -0.451 -2.188 -1.707
H 0.121 -1.879 0.955
H 1.537 -2.331 -0.007
H 1.308 1.364 1.686
H -0.156 0.283 1.934
H -0.968 2.243 -0.922
H -1.974 0.951 -0.193
H -1.245 2.035 0.858
H 0.809 1.209 -0.792
*
```

Results
HOMO = -14.81 eV
Structure (SMILES) = C=C1COC[N@@H+]1C
Kohn-Sham gap = 11.47 eV

The computed natural (NBO) charges, all in e, follow: C 0.0861; C -0.3176; C -0.1208; C 0.1385; C -0.4138; N -0.4050; O -0.4638; H 0.2280; H 0.2240; H 0.2048; H 0.2611; H 0.2313; H 0.1815; H 0.2349; H 0.2425; H 0.2404; H 0.4480



Entry 2:
The following is a quantum chemistry calculation of a molecular structure, C5H10NO in a non-equilibrium geometry, from the Open Molecules 2025 dataset.

Geometry as ORCA input:
```
! RIJCOSX wB97M-V def2-TZVPD def2/J DEFGRID3
* xyz 1 1
C -1.930 0.661 0.178
C 0.536 -2.223 -0.460
C 1.283 -1.071 0.094
C 0.040 1.596 -0.701
C 0.278 0.279 1.237
N -0.648 0.845 0.231
O 0.751 -0.989 -1.128
H -2.269 -0.046 0.907
H -2.672 1.161 -0.439
H 1.089 -3.001 -0.902
H -0.485 -2.541 -0.194
H 2.352 -1.058 0.421
H -0.472 2.044 -1.490
H 0.810 0.937 -1.133
H 0.498 2.545 -0.175
H 0.949 1.129 1.431
H -0.111 -0.268 2.122
*
```

Results
HOMO = -14.25 eV
Kohn-Sham gap = 9.35 eV

The computed natural (NBO) charges, all in e, follow: C 0.0975; C -0.1182; C 0.1455; C -0.4541; C -0.2948; N -0.2343; O -0.4852; H 0.2099; H 0.2459; H 0.2115; H 0.2019; H 0.2329; H 0.2469; H 0.2706; H 0.2376; H 0.2348; H 0.2515



Entry 3:
The following is a quantum chemistry calculation of 2 unconnected molecules or ions with the total composition C5H10NO in a non-equilibrium geometry, from the Open Molecules 2025 dataset.

Geometry as ORCA input:
```
! RIJCOSX wB97M-V def2-TZVPD def2/J DEFGRID3
* xyz 1 1
O 0.038 -2.267 -0.069
C -0.470 -1.904 0.925
C -0.362 -0.755 1.800
C 0.054 0.561 1.038
C 0.205 0.421 -0.382
C -0.557 1.153 -1.360
N 1.488 -0.155 -0.837
H -1.446 -2.626 1.079
H 0.440 -0.900 2.578
H -1.274 -0.649 2.255
H -0.775 1.438 1.119
H 0.756 0.896 1.704
H -1.561 1.273 -1.651
H 0.076 1.984 -1.593
H 0.334 2.416 -3.952
H 1.322 -1.160 -0.880
H 1.733 0.273 -1.776
*
```

Results
HOMO = -13.06 eV
Kohn-Sham gap = 5.05 eV

The computed natural (NBO) charges, all in e, follow: O -0.5223; C 0.4519; C -0.4914; C -0.5278; C 0.4839; C -0.3364; N -0.7754; H 0.1327; H 0.2823; H 0.2605; H 0.2530; H 0.3060; H 0.2722; H 0.2662; H 0.0873; H 0.4581; H 0.3992



Entry 4:
The following is a quantum chemistry calculation of 2 unconnected molecules or ions with the total composition C5H10NO in a non-equilibrium geometry, from the Open Molecules 2025 dataset.

Geometry as ORCA input:
```
! RIJCOSX wB97M-V def2-TZVPD def2/J DEFGRID3
* xyz 1 1
C -0.192 -0.997 -0.689
C -2.338 -1.786 -0.131
C -1.067 -0.035 1.490
C 2.884 2.052 -0.670
C -1.116 -0.739 0.218
N 1.681 0.025 -0.565
O 1.724 1.306 -0.452
H -3.120 -1.073 -0.322
H -2.026 -2.395 -1.068
H -2.685 -2.289 0.781
H -1.669 0.886 1.288
H -1.491 -0.539 2.319
H -0.055 0.220 1.746
H 2.774 2.354 -1.690
H 3.842 1.538 -0.490
H 2.792 2.971 -0.115
H 0.061 -1.500 -1.650
*
```

Results
HOMO (spin up / spin down) = -14.60 / -14.54 eV
Kohn-Sham gap (spin up / spin down) = 8.46 / 8.48 eV

The computed natural (NBO) charges, all in e, follow: C 0.0689; C -0.5774; C -0.6556; C -0.2917; C -0.0014; N 0.1601; O -0.1758; H 0.2375; H 0.2450; H 0.2545; H 0.2594; H 0.2604; H 0.2365; H 0.2354; H 0.2381; H 0.2380; H 0.2681



Entry 5:
The following is a quantum chemistry calculation of a gas-phase ion, C5H10NO (charge +1) in a non-equilibrium geometry, from the Open Molecules 2025 dataset.

Geometry as ORCA input:
```
! RIJCOSX wB97M-V def2-TZVPD def2/J DEFGRID3
* xyz 1 1
C -0.289 0.474 0.193
C 0.976 -1.609 -0.622
C 1.922 -0.515 -0.824
C -0.219 1.898 0.163
C -1.536 -0.338 0.737
N 0.664 -0.263 -0.191
O -1.358 -1.685 0.376
H 0.364 -2.026 -1.350
H 1.225 -2.212 0.154
H 2.697 -0.459 -0.131
H 1.968 -0.111 -1.900
H -1.093 2.467 0.583
H -0.310 2.155 -0.941
H 0.682 2.214 0.598
H -1.472 0.037 1.805
H -2.503 0.066 0.264
H -1.839 -2.336 1.012
*
```

Results
HOMO = -15.21 eV
Structure (SMILES) = CC(CO)=[N+]1CC1
Kohn-Sham gap = 11.48 eV

The computed natural (NBO) charges, all in e, follow: C 0.4662; C -0.1731; C -0.2139; C -0.7083; C -0.1121; N -0.2796; O -0.7278; H 0.2466; H 0.2250; H 0.2439; H 0.2505; H 0.2708; H 0.2823; H 0.2666; H 0.2220; H 0.2214; H 0.5195



Entry 6:
The following is a quantum chemistry calculation of a gas-phase ion, C5H10NO (charge +1) in a non-equilibrium geometry, from the Open Molecules 2025 dataset.

Geometry as ORCA input:
```
! RIJCOSX wB97M-V def2-TZVPD def2/J DEFGRID3
* xyz 1 1
C -0.333 1.853 -0.134
C -2.185 0.160 0.095
C -0.743 0.571 -0.216
C 1.376 -0.370 -0.941
C 0.551 -0.970 1.120
N 0.146 -0.637 -0.219
O -2.373 -0.888 0.663
H 0.768 2.033 -0.283
H -1.035 2.615 0.127
H -2.953 0.907 -0.023
H 2.107 0.368 -0.526
H 1.985 -1.324 -1.204
H 1.197 0.058 -2.006
H 0.973 -0.020 1.532
H -0.446 -1.082 1.559
H 1.244 -1.896 1.154
H -0.280 -1.380 -0.700
*
```

Results
HOMO = -14.87 eV
Structure (SMILES) = C=C(C=O)[NH+](C)C
Kohn-Sham gap = 10.26 eV

The computed natural (NBO) charges, all in e, follow: C -0.2808; C 0.3927; C 0.0150; C -0.4814; C -0.4302; N -0.3708; O -0.4847; H 0.2371; H 0.2580; H 0.1705; H 0.2517; H 0.2667; H 0.2525; H 0.2335; H 0.2605; H 0.2605; H 0.4492



Energy above the lowest of the compared OMol25 structures with the same formula, charge and spin readings, ordered: 278.7 478.0 1043.4 780.8 295.3 281.0 kJ/mol
E readings, ordered: -8875.69145 -8873.62604 -8867.76612 -8870.48747 -8875.52012 -8875.66777 eV